Computed, not measured: C19H32CoN6OS6 as an isolated structure in a non-equilibrium geometry, with wB97M-V/def2-TZVPD.

Its spin multiplicity is 2. For the HOMO-LUMO gap (spin up / spin down), the calculation gives 5.810 / 6.002 eV. The energy above the lowest of the compared OMol25 structures with the same formula, charge and spin is 75.63 kJ/mol. The expectation value of S² is 1.0579. The maximum force comes out at 2.12 eV/A.

CARTESIAN COORDINATES (ANGSTROEM)
Co  -0.0298  0.3056  0.9582
S  1.2310  1.3038  7.9331
C  0.9772  1.1334  6.3290
S  -0.2490  2.0142  5.4539
C  0.0690  1.3360  3.8679
C  1.0933  0.4195  3.8001
S  1.6939  -0.3268  2.3942
S  1.9036  0.0619  5.3195
S  -0.8690  1.9085  2.5637
C  -4.2175  1.0302  -2.0893
N  -4.0461  0.1400  -0.9632
C  -5.2456  -0.3108  -0.2822
C  -4.7162  -1.0090  0.9727
N  -3.3168  -0.6695  0.9654
C  -2.4783  -1.0996  2.0444
C  -2.9337  -0.0198  -0.1621
N  -1.6997  0.2796  -0.3851
C  -1.2616  0.9498  -1.5867
C  0.2418  0.7403  -1.8051
N  0.9956  1.2278  -0.6693
C  2.2418  1.5631  -0.7588
N  3.1744  1.2815  -1.7659
C  2.9133  1.2940  -3.1884
C  4.4453  1.9064  -1.4199
C  4.3105  2.1856  0.0703
N  2.8798  2.2387  0.2253
C  2.3136  2.7881  1.4206
H  -5.2670  1.3187  -2.1581
H  -3.9493  0.5342  -3.0289
H  -3.6310  1.9408  -1.9789
H  -5.8159  -0.9879  -0.9279
H  -5.8869  0.5431  -0.0244
H  -4.8536  -2.0975  0.9267
H  -5.1962  -0.6423  1.8875
H  -2.3189  -2.1808  2.0396
H  -2.9216  -0.7990  2.9968
H  -1.4960  -0.6110  1.9444
H  -1.4379  2.0285  -1.4969
H  -1.7740  0.5669  -2.4766
H  0.4904  1.2858  -2.7193
H  0.4303  -0.3313  -1.9589
H  2.2287  0.5035  -3.4787
H  3.8563  1.1114  -3.7026
H  2.5295  2.2626  -3.5313
H  4.5814  2.8409  -1.9820
H  5.2721  1.2344  -1.6571
H  4.7707  3.1278  0.3791
H  4.7372  1.3748  0.6748
H  2.6836  2.2694  2.3061
H  2.5811  3.8443  1.4944
H  1.2327  2.6924  1.3790
O  -0.0539  -3.0051  1.4474
S  0.2032  -2.1601  0.2828
C  -0.6942  -3.0220  -1.1036
C  0.3409  -3.4099  -2.1405
C  1.5915  -3.8015  -1.3552
C  1.8479  -2.6634  -0.3880
H  -1.4657  -2.3556  -1.4805
H  -1.1534  -3.8929  -0.6408
H  0.5667  -2.5579  -2.7857
H  -0.0122  -4.2317  -2.7671
H  2.4486  -3.9716  -2.0098
H  1.3943  -4.7139  -0.7911
H  2.2576  -1.7870  -0.8844
H  2.4624  -2.9295  0.4672


Computed, not measured: C36H44AsClCoN5O4S as an isolated structure in a non-equilibrium geometry, with wB97M-V/def2-TZVPD.

Its spin multiplicity is 5. For the HOMO-LUMO gap (spin up / spin down), the calculation gives 5.063 / 3.729 eV. The expectation value of S² is 6.1489. The maximum force comes out at 2.04 eV/A.

CARTESIAN COORDINATES (ANGSTROEM)
Co  -1.9969  -1.4724  1.8137
C  -5.0382  -2.5572  1.3291
O  -3.7107  -2.3708  0.8721
C  -3.3118  -3.0910  -0.2428
C  -4.1632  -3.7701  -1.0890
C  -3.6412  -4.4748  -2.1706
C  -2.2739  -4.4922  -2.3925
C  -1.4134  -3.8119  -1.5470
C  -1.9202  -3.1015  -0.4499
N  -1.1272  -2.4605  0.4843
N  0.1612  -2.3892  0.1783
C  1.0653  -1.8566  1.0087
C  0.7309  -1.2907  2.2860
O  -0.4433  -1.4729  2.8185
C  1.7140  -0.5262  2.9556
C  2.9793  -0.3696  2.4600
C  3.3908  -1.0483  1.2847
C  4.7223  -1.0014  0.8214
C  5.1219  -1.7482  -0.2568
C  4.1999  -2.5684  -0.9231
C  2.8861  -2.5924  -0.5237
C  2.4468  -1.8333  0.5763
H  -5.7561  -2.1156  0.6336
H  -5.0935  -2.0518  2.2892
H  -5.2549  -3.6197  1.4583
H  -5.2327  -3.7588  -0.9277
H  -4.3134  -5.0089  -2.8281
H  -1.8728  -5.0531  -3.2270
H  -0.3440  -3.8285  -1.6865
H  1.4337  -0.0863  3.9071
H  3.7015  0.2356  2.9958
H  5.4322  -0.3822  1.3591
H  6.1550  -1.7302  -0.5817
H  4.5309  -3.1820  -1.7515
H  2.1687  -3.2243  -1.0277
C  -2.8568  0.8365  5.7674
As  -4.0189  0.0291  4.4280
C  -5.5794  0.9972  3.7511
C  -4.9856  -1.2402  5.5702
O  -3.2794  -0.9352  3.3062
H  -3.3492  1.7138  6.1858
H  -1.9198  1.1448  5.3149
H  -2.6655  0.1022  6.5475
H  -5.6178  1.9965  4.1822
H  -6.4762  0.4365  4.0038
H  -5.4827  1.0962  2.6716
H  -5.4880  -0.7004  6.3747
H  -4.3025  -1.9737  5.9948
H  -5.7315  -1.7670  4.9758
C  2.6931  3.2709  0.1001
C  2.1555  4.0383  -1.1150
C  1.5008  5.3315  -0.5956
C  3.3663  4.4137  -1.9831
C  1.1016  3.2656  -1.9952
O  0.6233  4.1552  -3.0173
C  1.6155  2.0353  -2.7661
C  2.1764  0.7952  -2.0644
C  2.3774  -0.2530  -3.1272
C  1.3929  -1.1920  -3.4075
C  1.5660  -2.1258  -4.4162
C  2.7397  -2.1194  -5.1498
Cl  2.9801  -3.3028  -6.3954
C  3.7302  -1.1835  -4.8998
C  3.5384  -0.2532  -3.8914
C  -0.2726  2.9493  -1.3379
N  -0.4434  2.0221  -0.2328
C  -1.0720  0.8155  -0.2692
N  -1.4275  0.3978  0.9042
C  -1.0805  1.4953  1.7653
N  -0.3352  2.4422  1.0264
H  3.3373  3.9438  0.6706
H  3.2964  2.4123  -0.1829
H  1.9021  2.9394  0.7571
H  2.2649  5.9964  -0.1918
H  0.7946  5.1082  0.2048
H  0.9773  5.8536  -1.3947
H  4.0460  5.0253  -1.3900
H  3.0891  5.0008  -2.8618
H  3.9114  3.5267  -2.3089
H  1.3659  4.4099  -3.5723
H  2.3690  2.3913  -3.4753
H  0.7645  1.7064  -3.3710
H  1.4943  0.4277  -1.2962
H  3.1339  1.0071  -1.5934
H  0.4806  -1.2061  -2.8205
H  0.8037  -2.8631  -4.6287
H  4.6368  -1.1825  -5.4893
H  4.3120  0.4783  -3.6866
H  -0.8856  2.5881  -2.1639
H  -0.6971  3.8952  -1.0061
H  -1.2406  0.2743  -1.1882
H  -0.6213  1.1842  2.7031
S  -2.6411  2.4537  2.1734


Computed, not measured: one molecule with the formula C4H9N3O in a non-equilibrium geometry, with wB97M-V/def2-TZVPD.

Its spin multiplicity is 1. The structure (SMILES) is C=C/C(=N/NC)NO. For the HOMO-LUMO gap, the calculation gives 8.145 eV. The energy above the lowest of the compared OMol25 structures with the same formula, charge and spin is 881.92 kJ/mol. The maximum force comes out at 8.82 eV/A.

CARTESIAN COORDINATES (ANGSTROEM)
C  2.3956  -1.1570  0.3380
C  1.1735  -1.1292  -0.2286
C  0.1328  -0.1044  -0.2549
N  -1.0087  -0.5151  -0.7960
N  -2.2041  0.1424  -0.4206
C  -2.2173  -0.1921  0.9700
N  0.2447  1.1488  -0.0791
O  1.6823  1.6478  0.2001
H  3.0459  -2.0756  -0.0185
H  2.5584  -0.6579  1.4691
H  1.0181  -2.1319  -0.6867
H  -3.1269  -0.6035  -0.7116
H  -2.0896  -1.4145  1.3719
H  -1.4320  0.4968  1.4136
H  -3.4344  0.0255  1.1736
H  -0.2286  1.7836  -0.8651
H  2.0998  1.4586  -0.6247


Computed, not measured: a 2-piece molecular cluster, C5H11NO overall in a non-equilibrium geometry, with wB97M-V/def2-TZVPD.

Its spin multiplicity is 2. For the HOMO-LUMO gap (spin up / spin down), the calculation gives 3.377 / 3.998 eV. The energy above the lowest of the compared OMol25 structures with the same formula, charge and spin is 371.64 kJ/mol. The total charge is -1. The expectation value of S² is 0.8089. The maximum force comes out at 3.37 eV/A.

CARTESIAN COORDINATES (ANGSTROEM)
C  -1.0905  0.2581  -1.6137
N  -0.8403  1.3850  1.2581
C  0.1256  1.3980  0.2271
C  0.1451  0.4974  -0.7894
C  1.3462  -0.3739  -0.8159
C  2.2863  -0.3535  0.2230
H  -2.0720  0.4271  -1.1518
H  -0.9637  0.9977  -2.5253
H  -1.0682  -0.7480  -2.0180
H  -1.4718  0.5001  1.1885
H  -0.3417  1.3736  2.1729
H  0.9638  2.0987  0.3095
H  1.3952  -1.1729  -1.6127
H  2.7498  0.6511  0.4785
H  2.7658  -1.1846  0.7281
H  -0.7545  -2.3408  1.6928
H  -2.0651  -1.8285  1.0225
O  -1.1100  -1.5845  1.2258